Below is C19H24ClMnN2O5Se2 as an isolated structure, with properties calculated with wB97M-V/def2-TZVPD.

Structure (XYZ):
```
54
Properties=species:S:1:pos:R:3:forces:R:3:nbo_charge:R:1
Mn -0.145 -0.025 -1.129 -0.1462 -0.4552 -0.7297 0.982
O 0.467 0.218 -3.612 0.1565 -0.2478 0.0913 -0.719
C 0.766 1.502 -4.141 -0.1464 -0.1861 0.1436 -0.058
C 1.379 2.410 -3.096 0.0496 0.2543 0.3554 -0.148
C 1.981 3.533 -3.947 0.1268 0.3704 0.3108 -0.045
O 2.473 4.587 -3.106 -0.1594 -0.3403 -0.1251 -0.726
C 0.309 3.032 -2.152 -0.0142 -0.1954 -0.1410 -0.537
Se -1.354 2.016 -1.795 0.1423 -0.0823 0.1361 -0.428
C 2.551 1.772 -2.324 -0.1270 -0.2498 -0.1658 -0.536
Se 2.262 0.322 -1.010 -0.0030 0.2822 0.3013 -0.411
H -0.423 -0.019 -3.877 -0.2969 -0.0066 0.0567 0.490
H -0.146 1.983 -4.502 -0.0785 -0.0356 -0.0704 0.187
H 1.455 1.385 -4.984 0.0608 -0.0942 -0.0414 0.157
H 1.204 3.914 -4.622 -0.0245 0.0914 -0.0032 0.156
H 2.792 3.123 -4.558 0.0815 0.0239 -0.0061 0.157
H 2.814 5.284 -3.667 0.0500 0.1010 -0.1040 0.462
H -0.034 3.975 -2.573 0.0335 0.0889 -0.0622 0.204
H 0.763 3.252 -1.191 0.0794 0.0101 0.0786 0.220
H 3.009 2.561 -1.742 0.1424 0.1583 0.0329 0.222
H 3.296 1.407 -3.036 -0.0423 0.0279 -0.0550 0.196
C 1.957 0.749 4.653 -0.0323 -0.0682 0.0307 -0.626
C 0.789 -0.109 5.065 0.3098 -0.0128 0.2034 -0.066
C 0.810 -0.880 6.216 0.1337 0.0083 0.0863 -0.233
C -0.288 -1.654 6.570 0.0743 0.0234 -0.0034 -0.048
Cl -0.223 -2.631 8.028 -0.0015 0.0918 -0.1060 -0.051
C -1.417 -1.671 5.781 -0.1242 0.0292 -0.1070 -0.229
C -1.456 -0.904 4.617 -0.1368 -0.1629 0.1822 -0.306
C -0.358 -0.131 4.268 -0.1096 0.0482 -0.0768 0.379
O -0.295 0.657 3.176 -0.0838 0.1017 -0.1825 -0.492
C -1.447 0.758 2.337 0.0715 0.1173 0.1712 -0.181
C -1.700 -0.499 1.511 0.1696 -0.0957 -0.5613 0.762
O -2.671 -1.210 1.771 0.2961 0.0957 -0.2062 -0.677
O -0.834 -0.690 0.579 -0.3356 -0.4205 0.2427 -0.862
H 2.803 0.597 5.325 -0.0410 0.0050 -0.0195 0.200
H 1.685 1.808 4.665 -0.0014 -0.0704 -0.0007 0.221
H 2.268 0.524 3.630 -0.0434 -0.0074 0.0788 0.242
H 1.693 -0.879 6.849 -0.0905 -0.0077 -0.0638 0.214
H -2.268 -2.283 6.058 0.0715 0.0471 -0.0301 0.219
H -2.325 -0.940 3.971 0.0767 -0.0503 0.0704 0.264
H -1.212 1.560 1.651 -0.0061 0.2437 -0.1625 0.218
H -2.331 1.007 2.922 -0.0497 0.0265 0.1521 0.174
N 0.853 -2.799 -2.490 -0.2682 -0.0447 -0.0258 -0.801
C -0.504 -2.877 -2.315 0.4124 -0.0071 -0.0691 0.404
C -1.197 -4.097 -2.375 0.1221 -0.0393 -0.0352 -0.301
C -2.560 -4.091 -2.221 -0.1190 -0.0997 0.0137 -0.134
C -3.240 -2.889 -2.026 -0.0740 0.0494 0.0074 -0.306
C -2.487 -1.740 -1.979 -0.0121 -0.1483 -0.0567 0.094
N -1.152 -1.730 -2.119 -0.2869 0.7598 0.4031 -0.562
H 1.395 -3.614 -2.268 0.0264 -0.0602 0.0117 0.384
H 1.301 -1.905 -2.297 0.0277 0.0240 0.0194 0.424
H -0.648 -5.017 -2.539 -0.0285 0.0394 0.0170 0.209
H -3.107 -5.026 -2.250 0.0164 0.0190 -0.0058 0.208
H -4.314 -2.851 -1.886 0.1614 -0.0109 -0.0204 0.221
H -2.941 -0.772 -1.815 -0.0096 0.0615 0.0403 0.215
```
Forces are in eV/Å.

## Properties
HOMO (spin up / spin down)	-4.1 / -3.9	eV
orbital gap (spin up / spin down)	6.71 / 6.55	eV
multiplicity	2
total charge	-1

Below is one molecule with the formula C19H24ClNO4, with properties calculated with wB97M-V/def2-TZVPD.

Structure (XYZ):
```
49
Properties=species:S:1:pos:R:3:forces:R:3:nbo_charge:R:1
O -0.484 2.858 0.408 -1.2136 -1.8161 -1.2900 -0.643
Cl 2.142 -0.830 -5.845 0.3901 -0.0391 -0.6468 0.023
O 1.446 -3.524 1.065 -1.1123 0.3759 -0.0736 -0.718
O 2.057 -2.254 2.810 0.0073 -0.2227 0.2518 -0.558
O -2.025 0.384 -1.781 0.0547 -0.1151 0.1027 -0.531
C -1.025 1.790 0.033 1.3430 1.2401 1.7662 0.658
C 1.210 0.301 -3.604 -0.1909 -0.2751 -0.4202 -0.151
C -0.342 -1.060 -4.798 -0.6898 0.5338 1.0152 -0.208
C 0.279 0.520 -2.610 -0.2035 0.2275 0.0048 -0.297
C -1.301 -0.808 -3.781 0.4218 0.2646 0.0298 -0.239
C 0.919 -0.485 -4.709 -0.9092 -0.2192 0.9404 -0.097
C -1.024 0.019 -2.676 0.5445 0.5050 -0.6704 0.300
N -0.812 0.643 0.738 -0.1044 -0.4821 -0.6785 -0.629
C -3.438 1.915 -0.551 -0.3564 -0.9489 0.0830 -0.612
C -1.757 2.848 -2.131 1.0572 0.2376 0.5182 -0.636
C 0.566 -0.746 4.016 0.1006 -0.2134 0.0894 -0.433
C 2.517 0.120 2.653 -0.2863 -0.7725 -0.2741 -0.424
C -0.253 -2.032 2.005 1.7207 0.1793 1.8413 -0.453
C 1.709 -1.163 0.665 0.4181 -0.6327 1.0633 -0.457
C 2.010 -1.043 3.549 -0.0881 1.1079 0.5000 0.097
C 1.254 -2.256 1.638 -0.5250 -0.1957 -0.1023 0.547
C -2.042 1.708 -1.136 0.5118 0.6299 -0.3744 0.182
C 0.154 0.486 1.840 -0.5757 0.3161 0.3239 -0.043
C -0.319 -0.649 2.750 -0.5586 -0.9252 0.3794 -0.216
C 1.579 0.174 1.388 1.0210 -0.0402 0.4751 -0.242
H 2.294 -3.808 1.375 0.8857 -0.4049 0.2312 0.482
H 2.160 0.789 -3.569 0.4813 0.1080 0.2372 0.216
H -0.627 -1.628 -5.670 0.0222 -0.2250 0.0536 0.230
H 0.601 1.177 -1.831 -0.0728 0.2550 0.5603 0.223
H -2.283 -1.240 -3.848 -0.2677 -0.0716 -0.1780 0.226
H -1.240 -0.208 0.376 0.1786 0.4118 0.0579 0.407
H -3.527 2.846 0.022 0.3453 -0.2330 -0.1749 0.234
H -3.678 1.066 0.116 -0.0673 0.3944 -0.2891 0.219
H -4.166 1.949 -1.373 0.1488 -0.0842 0.2228 0.223
H -2.270 2.678 -3.074 -0.1159 -0.0707 0.0052 0.223
H -0.653 2.880 -2.308 -1.0496 0.3560 -0.0522 0.229
H -2.088 3.820 -1.686 0.4033 -0.8796 -0.3992 0.239
H 0.207 -1.534 4.720 0.1965 0.2986 -0.7256 0.221
H 0.521 0.186 4.614 0.1773 -0.2502 -0.4821 0.216
H 3.572 -0.128 2.394 -0.7037 0.4011 -0.0994 0.220
H 2.486 1.051 3.224 0.0565 0.0090 -0.1289 0.215
H -0.617 -2.833 2.685 0.4323 0.4072 -0.3754 0.229
H -0.838 -2.088 1.133 -0.7674 0.0697 -1.2146 0.205
H 1.035 -1.249 -0.153 -0.4240 0.1689 -1.0234 0.218
H 2.747 -1.391 0.305 -0.8433 0.3480 0.4052 0.225
H 2.674 -1.157 4.434 -0.3257 -0.1524 -0.6392 0.201
H 0.150 1.445 2.403 0.0324 -0.5185 -0.3762 0.235
H -1.355 -0.483 3.071 0.0803 0.1422 -0.1688 0.221
H 1.874 0.939 0.703 0.4199 0.8003 -0.3007 0.226
```
Forces are in eV/Å.

## Properties
HOMO	-8.8	eV
energy relative to the best compared isomer or geometry (same formula, charge and spin)	67.9	kJ/mol
structure (SMILES)	CC(C)(Oc1ccc(Cl)cc1)C(=O)N[C@H]1[C@@H]2C[C@@H]3C[C@H]1C[C@](O)(C2)O3
orbital gap	9.40	eV
total charge	0

Below is C19H24CrI2N4O7 as an isolated structure, with properties calculated with wB97M-V/def2-TZVPD.

Structure (XYZ):
```
57
Properties=species:S:1:pos:R:3:forces:R:3:nbo_charge:R:1
Cr -1.790 0.984 -0.258 -0.5514 -0.3713 -0.1762 1.135
I -0.018 2.967 -1.023 0.2480 0.2334 -0.0698 -0.589
C -3.263 2.452 -0.271 -0.0118 -0.1374 0.0646 -0.831
I -5.181 1.924 -1.142 0.0425 -0.0232 0.0344 -0.046
H -3.016 3.362 -0.807 0.0914 0.0138 -0.0127 0.196
H -3.522 2.704 0.760 0.0078 0.0044 0.0051 0.186
O -4.422 -0.888 2.293 -0.0424 -0.0294 -0.1374 -0.684
C -3.339 -0.540 1.829 0.1699 -0.0343 0.2221 0.792
O -3.090 -0.280 0.604 0.0491 0.1620 -0.1441 -0.742
C -2.148 -0.522 2.785 0.1187 0.2258 -0.2125 -0.243
C -2.189 -1.340 3.869 0.0402 -0.1417 0.2027 -0.124
C -1.067 -1.466 4.712 -0.1907 -0.2417 0.2885 -0.085
C 0.101 -0.805 4.433 0.1721 -0.0004 -0.0208 -0.131
C 0.156 0.048 3.348 0.3379 -0.0296 -0.2460 -0.135
C -0.993 0.315 2.514 -0.1336 -0.2366 0.0229 0.541
O -1.018 1.194 1.622 0.0957 0.3078 0.2092 -0.688
N 1.471 0.631 3.066 -0.8459 0.5571 0.8174 0.535
O 2.406 0.320 3.807 0.2478 -0.2503 -0.2450 -0.474
O 1.568 1.466 2.195 0.2650 -0.1478 -0.3722 -0.355
N -1.116 -2.338 5.873 -0.0168 0.2414 -0.3841 0.537
O -2.162 -2.921 6.113 -0.0530 -0.0659 0.0636 -0.423
O -0.111 -2.458 6.564 0.0307 -0.0184 0.0702 -0.443
H -3.092 -1.901 4.060 0.0045 0.0110 0.0012 0.260
H 0.976 -0.950 5.045 0.0017 -0.0014 -0.0003 0.263
C -1.788 -1.422 -4.033 0.0223 -0.0480 -0.0084 -0.592
C -1.873 0.042 -3.572 -0.0620 0.1081 0.0209 -0.169
C -0.543 0.721 -3.904 0.0558 0.0000 -0.0159 -0.601
C -2.977 0.736 -4.396 -0.0432 0.0119 0.0438 -0.597
C -2.225 0.081 -2.101 0.1072 -0.1738 -0.0358 -0.485
H -1.599 -1.489 -5.113 0.0011 0.0089 0.0298 0.174
H -2.720 -1.947 -3.810 0.0090 0.0071 -0.0173 0.200
H -0.978 -1.938 -3.510 -0.0229 0.0071 0.0060 0.201
H -0.303 0.589 -4.968 -0.0018 0.0144 0.0220 0.170
H 0.271 0.292 -3.311 -0.0309 -0.0086 -0.0046 0.196
H -0.576 1.785 -3.678 -0.0047 -0.0234 -0.0033 0.232
H -2.749 0.707 -5.471 0.0079 -0.0110 0.0394 0.170
H -3.077 1.778 -4.086 -0.0006 -0.0149 -0.0080 0.217
H -3.941 0.250 -4.226 0.0101 0.0153 -0.0063 0.206
H -2.942 -0.719 -1.874 -0.1296 0.1155 -0.0202 0.138
N -0.033 -0.581 -0.222 -0.0111 -0.0840 -0.2133 -0.420
C 1.101 -0.564 -0.435 0.3529 0.1422 0.1802 0.550
N 2.408 -0.527 -0.648 -0.2927 -0.0150 -0.0221 -0.490
C 3.013 0.628 -1.323 -0.0395 -0.1815 -0.1059 -0.220
C 3.936 1.406 -0.383 -0.0368 -0.0347 0.0416 -0.417
C 4.590 0.488 0.665 -0.0367 -0.0012 -0.0004 -0.410
C 4.666 -0.951 0.161 0.0399 -0.0234 0.0281 -0.407
C 3.260 -1.520 0.004 0.0022 0.1264 0.0611 -0.188
H 2.200 1.258 -1.685 0.0052 0.0354 0.0522 0.273
H 3.557 0.261 -2.199 0.0579 -0.0264 0.0122 0.170
H 3.362 2.183 0.120 -0.0503 0.0286 -0.0002 0.247
H 4.701 1.896 -0.992 -0.0061 0.0236 -0.0025 0.188
H 4.001 0.511 1.586 0.0033 -0.0135 -0.0195 0.233
H 5.587 0.855 0.919 -0.0028 -0.0061 0.0116 0.197
H 5.212 -1.588 0.860 0.0273 0.0086 -0.0097 0.210
H 5.201 -0.989 -0.793 -0.0053 -0.0080 -0.0029 0.187
H 2.848 -1.734 0.993 -0.0185 0.0068 0.0061 0.206
H 3.268 -2.457 -0.564 0.0164 -0.0136 -0.0392 0.181
```
Forces are in eV/Å.

## Properties
HOMO (spin up / spin down)	-0.8 / -2.6	eV
orbital gap (spin up / spin down)	5.10 / 6.85	eV
multiplicity	5
total charge	-2

Taking the records one at a time from the top gives energy values of -207847.26657, -42295.99742, -85004.78403 eV.